Below is 6 unconnected molecules or ions with the total composition C16H31Cl3O9 in a non-equilibrium geometry, with properties calculated with the ωB97M-V functional and the def2-TZVPD basis.

As for the LUMO energy: 0.32 eV. For the HOMO energy, the calculation gives -9.46 eV. The value obtained for the HOMO-LUMO gap is 9.779 eV. Its SMILES is COC(=O)OC.COC(=O)OC.ClC(Cl)Cl.CC(C)=O.CC(C)=O.CC(C)=O. As for the molar mass: 473.774 g mol⁻¹. The energy is -73087.371 eV.

Positions of all 59 atoms, in Å:
1 C -2.05768 1.03450 -7.08785
2 Cl -3.55437 1.75281 -6.56348
3 Cl -1.58907 -0.27730 -5.99958
4 Cl -0.72149 2.14945 -7.31958
5 H -2.28019 0.65015 -8.08326
6 C -5.41392 -9.86574 2.59522
7 O -4.60039 -8.73304 2.87741
8 C -4.91769 -7.47098 2.87377
9 O -6.00598 -7.01345 2.55051
10 O -3.81679 -6.80886 3.30191
11 C -3.92523 -5.33444 3.29304
12 H -5.27222 -10.04011 1.52863
13 H -6.49223 -9.86743 2.75438
14 H -5.03325 -10.73633 3.12930
15 H -3.03661 -4.86474 3.71474
16 H -4.75445 -4.99755 3.91513
17 H -4.06130 -4.95118 2.28174
18 C 4.89766 3.75230 -0.56188
19 O 5.24209 2.88329 -1.66265
20 C 4.35161 1.93221 -2.04161
21 O 3.35491 1.57541 -1.44899
22 O 4.70544 1.44225 -3.21488
23 C 4.00086 0.47826 -3.90398
24 H 5.33382 4.73414 -0.74585
25 H 5.20717 3.26832 0.36444
26 H 3.82444 3.94209 -0.57847
27 H 4.74904 0.00373 -4.53892
28 H 3.31680 1.05854 -4.52319
29 H 3.43058 -0.14567 -3.21580
30 C 2.45052 9.59915 0.65123
31 C 1.41836 8.49251 0.85985
32 O 1.11544 7.66973 0.01407
33 C 0.81209 8.30010 2.20853
34 H 2.19937 10.61873 0.94355
35 H 2.77855 9.45151 -0.37770
36 H 3.30529 9.36023 1.28399
37 H 0.97735 7.28761 2.57680
38 H -0.25497 8.50048 2.30522
39 H 1.32388 8.94684 2.92120
40 C 1.11642 -4.34517 0.48520
41 C 2.48596 -4.74486 0.88861
42 O 3.14792 -5.54195 0.26987
43 C 3.12731 -4.06832 2.02228
44 H 1.04899 -4.62617 -0.56580
45 H 0.91132 -3.27780 0.56738
46 H 0.40055 -4.80504 1.16649
47 H 2.97656 -2.99665 1.89233
48 H 4.20587 -4.18082 2.13258
49 H 2.67719 -4.38388 2.96352
50 C -1.98481 2.72546 0.51897
51 C -2.19131 1.18956 0.61852
52 O -2.21662 0.54796 1.68098
53 C -2.64973 0.49544 -0.63749
54 H -1.00762 2.80199 0.04215
55 H -1.86330 3.05935 1.54944
56 H -2.82518 3.26698 0.08464
57 H -3.48279 1.08357 -1.02250
58 H -3.02769 -0.48546 -0.34926
59 H -1.85646 0.50828 -1.38491

Cartesian forces (eV/Å) of the 3 atoms listed first:
C 0.0 -0.6 -0.7
Cl -0.2 0.5 0.3
Cl 0.0 0.0 -0.1